Entry 1:
Below is a structure of composition C38H56HfN5O5PS3 in a non-equilibrium geometry, with properties calculated with ωB97M-V/def2-TZVPD.

Each line ends with the Mulliken charge.
CARTESIAN COORDINATES (ANGSTROEM)
1 Hf -0.643 -0.850 0.279  0.1081
2 C 1.121 -1.741 6.085  -1.1763
3 N 0.729 -1.830 4.678  0.0060
4 C -0.512 -1.853 4.271  0.5591
5 N -1.529 -1.765 5.105  -0.2687
6 S -0.897 -2.044 2.567  -0.2240
7 H 2.202 -1.668 6.148  0.3618
8 H 0.806 -2.627 6.642  0.4165
9 H 0.691 -0.850 6.544  0.4360
10 H 1.455 -2.062 4.011  0.0475
11 H -1.395 -1.807 6.108  0.2571
12 H -2.477 -1.841 4.770  0.1989
13 O 0.968 -1.711 -0.548  0.0649
14 S 2.110 -1.819 -1.668  0.2726
15 C 3.547 -2.621 -0.844  -0.7530
16 C 3.189 -3.497 0.320  0.0045
17 C 3.235 -2.986 1.615  -0.0257
18 C 3.046 -3.833 2.697  -0.8814
19 C 2.764 -5.178 2.501  -0.7929
20 C 2.703 -5.686 1.211  -0.8169
21 C 2.923 -4.851 0.126  -0.3011
22 C 2.676 -0.070 -1.779  -0.8957
23 C 3.479 0.426 -0.608  0.5291
24 C 2.948 0.526 0.680  0.7706
25 C 3.727 0.988 1.729  -1.2974
26 C 5.048 1.359 1.507  -0.7997
27 C 5.583 1.267 0.234  -0.9891
28 C 4.802 0.803 -0.815  -0.4166
29 H 4.245 -1.839 -0.551  0.3951
30 H 3.980 -3.220 -1.649  0.7757
31 H 3.509 -1.950 1.775  0.4954
32 H 3.218 -3.467 3.704  0.8664
33 H 2.636 -5.838 3.348  0.4908
34 H 2.536 -6.742 1.053  0.4772
35 H 2.941 -5.270 -0.872  0.5107
36 H 1.774 0.523 -1.951  -0.5186
37 H 3.272 -0.030 -2.694  0.9727
38 H 1.922 0.217 0.880  0.6646
39 H 3.316 1.052 2.730  0.5153
40 H 5.659 1.709 2.327  0.5083
41 H 6.608 1.555 0.050  0.5044
42 H 5.233 0.748 -1.806  0.5265
43 C -4.598 -0.950 1.588  -1.5006
44 C -4.524 -1.947 0.427  2.0021
45 C -5.792 -1.875 -0.419  -1.5247
46 C -4.272 -3.359 0.953  -1.6957
47 P -3.059 -1.385 -0.645  0.2973
48 C -3.622 0.162 -1.420  1.1423
49 C -3.493 1.322 -0.645  -0.9365
50 C -3.942 2.541 -1.124  -0.9950
51 C -4.509 2.621 -2.390  -0.9062
52 C -4.664 1.473 -3.154  -0.8515
53 C -4.241 0.246 -2.669  -0.3363
54 C -2.447 -2.626 -1.933  1.1702
55 C -3.541 -3.303 -2.756  -1.5638
56 C -1.491 -1.827 -2.832  -1.1236
57 C -1.641 -3.690 -1.172  -1.4914
58 H -5.377 -1.276 2.279  0.5423
59 H -4.874 0.047 1.248  0.3804
60 H -3.652 -0.899 2.137  0.1816
61 H -6.635 -2.185 0.202  0.5336
62 H -5.762 -2.541 -1.280  0.3447
63 H -5.998 -0.863 -0.765  0.2999
64 H -5.038 -3.598 1.691  0.5832
65 H -3.299 -3.450 1.440  0.2599
66 H -4.356 -4.108 0.167  0.2932
67 H -3.072 1.257 0.354  0.7538
68 H -3.869 3.429 -0.509  0.5624
69 H -4.849 3.574 -2.771  0.5018
70 H -5.135 1.529 -4.126  0.5507
71 H -4.408 -0.635 -3.271  0.2310
72 H -4.174 -2.593 -3.281  0.2864
73 H -4.175 -3.941 -2.143  0.3685
74 H -3.075 -3.941 -3.509  0.5087
75 H -2.007 -1.041 -3.382  0.3362
76 H -1.048 -2.495 -3.572  0.7134
77 H -0.665 -1.386 -2.240  0.0137
78 H -2.290 -4.394 -0.655  0.3093
79 H -0.947 -3.255 -0.428  0.3825
80 H -1.051 -4.277 -1.879  0.5674
81 C 3.858 5.701 -3.551  -1.2007
82 C 3.152 6.044 -2.250  -0.4934
83 S 3.082 4.593 -1.199  1.1735
84 O 2.471 3.466 -1.899  -0.5714
85 O 4.349 4.276 -0.609  -0.6291
86 C 1.979 5.001 0.230  -0.9902
87 C 0.440 4.851 0.113  -1.1563
88 N -0.058 3.501 -0.233  0.5312
89 C -0.134 2.470 0.613  0.4116
90 N -0.468 1.344 -0.046  1.3257
91 C -0.608 1.697 -1.380  -0.6866
92 C -0.347 3.014 -1.497  -0.2327
93 N -0.412 3.735 -2.765  1.3456
94 O -0.638 3.029 -3.716  -0.6215
95 O -0.278 4.936 -2.749  -0.6370
96 C 0.053 2.544 2.082  -1.8479
97 H 4.010 6.607 -4.133  0.4106
98 H 3.264 5.007 -4.143  0.2868
99 H 4.832 5.256 -3.352  0.3596
100 H 2.126 6.375 -2.408  0.3674
101 H 3.710 6.778 -1.668  0.4345
102 H 2.203 6.045 0.450  0.6647
103 H 2.393 4.378 1.022  0.3236
104 H 0.057 5.527 -0.644  0.5856
105 H 0.001 5.116 1.075  0.5080
106 H -0.887 1.016 -2.169  0.5924
107 H -0.676 3.222 2.532  0.5048
108 H 1.041 2.924 2.343  0.3437
109 H -0.071 1.557 2.531  0.1277

- Energy above the lowest of the compared OMol25 structures with the same formula, charge and spin: 23.72 kcal per mole
- Strongest force on any atom: 1.7 eV/A
- Net charge: +4

=====

Entry 2:
Below is a structure of composition C38H56KN3O15P4 in a non-equilibrium geometry, with properties calculated with ωB97M-V/def2-TZVPD.

Each line ends with the Mulliken charge.
CARTESIAN COORDINATES (ANGSTROEM)
1 K 0.744 -0.417 0.936  1.1603
2 C 1.991 4.575 1.415  -0.6786
3 O 1.510 3.894 2.629  -0.4417
4 C 1.677 2.579 2.450  0.0802
5 N 2.143 2.259 1.307  0.0162
6 C 2.247 3.429 0.454  1.4067
7 C 3.581 3.387 -0.289  0.4196
8 C 4.169 4.611 -0.777  -0.4370
9 C 5.505 4.684 -1.105  -0.5361
10 C 6.237 3.521 -1.079  -0.5949
11 C 5.579 2.296 -0.847  -0.4568
12 C 4.247 2.157 -0.481  -0.5231
13 C 1.506 1.741 3.665  0.2094
14 C 1.314 2.386 4.893  -0.7691
15 C 1.233 1.612 6.090  -0.5327
16 C 1.130 0.251 6.002  -0.8276
17 C 1.089 -0.315 4.645  0.3112
18 N 1.352 0.417 3.515  0.0033
19 C 0.965 -1.759 4.483  -0.0736
20 N 1.016 -2.466 3.391  0.1826
21 C 0.871 -3.899 3.744  0.2999
22 C 0.937 -3.869 5.280  -0.5183
23 O 0.877 -2.459 5.700  -0.4088
24 C 1.892 -4.711 2.948  -0.2715
25 C 2.159 -4.455 1.604  0.2621
26 C 3.162 -5.157 0.930  -0.6224
27 C 3.960 -6.013 1.670  -0.4846
28 C 3.919 -6.123 3.030  -0.7430
29 C 2.747 -5.638 3.637  -0.6393
30 H 2.858 5.287 1.584  0.2911
31 H 1.165 5.135 0.966  0.4083
32 H 1.449 3.440 -0.285  -0.6853
33 H 3.543 5.535 -0.716  0.3421
34 H 5.975 5.636 -1.454  0.3353
35 H 7.316 3.552 -1.382  0.2917
36 H 6.177 1.390 -0.962  0.4090
37 H 3.839 1.228 -0.174  0.5100
38 H 1.337 3.451 4.917  0.5355
39 H 1.269 2.127 7.001  0.5031
40 H 1.119 -0.387 6.905  0.4151
41 H -0.124 -4.217 3.455  0.3513
42 H 1.876 -4.288 5.598  0.3615
43 H 0.087 -4.412 5.767  0.2528
44 H 1.528 -3.659 1.135  0.2528
45 H 3.178 -5.031 -0.118  0.6241
46 H 4.873 -6.431 1.195  0.2729
47 H 4.684 -6.575 3.659  0.3699
48 H 2.468 -5.814 4.647  0.5544
49 C -4.071 4.327 1.116  -1.2673
50 C -4.194 2.994 0.367  1.2675
51 C -5.390 3.132 -0.531  -1.4819
52 O -2.991 2.874 -0.420  0.2056
53 P -1.847 1.834 -0.561  -0.8887
54 O -1.074 1.441 0.662  -0.4785
55 C -2.417 0.468 -1.719  0.0000
56 P -2.824 -0.925 -0.739  0.1694
57 O -1.666 -1.685 -0.214  -0.4510
58 O -3.803 -0.338 0.399  0.0307
59 C -4.399 -1.106 1.451  0.5356
60 C -3.752 -0.740 2.749  -0.9178
61 C -5.891 -1.005 1.316  -1.4604
62 O -3.881 -1.737 -1.607  -0.2212
63 C -3.674 -2.379 -2.912  0.7539
64 C -5.047 -2.846 -3.319  -1.5039
65 C -2.768 -3.536 -2.763  -0.8929
66 O -0.757 2.672 -1.398  0.2385
67 C -1.035 3.307 -2.722  0.4647
68 C 0.226 3.060 -3.525  -0.9375
69 C -1.467 4.767 -2.525  -1.4634
70 H -4.950 4.575 1.740  0.4324
71 H -3.951 5.127 0.313  0.2509
72 H -3.170 4.359 1.736  0.3409
73 H -4.196 2.043 0.932  -0.4435
74 H -5.203 3.864 -1.265  0.3385
75 H -6.242 3.512 0.176  0.4000
76 H -5.791 2.254 -1.024  0.3364
77 H -1.486 0.219 -2.305  -0.2892
78 H -3.274 0.827 -2.298  0.8474
79 H -4.122 -2.170 1.352  0.4416
80 H -3.410 0.325 2.728  0.0768
81 H -2.873 -1.384 3.000  0.1372
82 H -4.592 -0.835 3.552  0.3523
83 H -6.317 -0.095 1.765  0.2976
84 H -6.280 -1.916 1.946  0.3686
85 H -6.228 -1.177 0.310  0.3427
86 H -3.211 -1.712 -3.682  0.2219
87 H -5.364 -3.485 -2.491  0.3301
88 H -4.966 -3.416 -4.279  0.3929
89 H -5.738 -2.001 -3.443  0.3618
90 H -3.142 -4.128 -1.894  0.2662
91 H -1.793 -3.144 -2.529  -0.1436
92 H -2.721 -4.174 -3.654  0.5175
93 H -1.853 2.777 -3.183  0.3981
94 H 1.121 3.457 -3.043  0.1248
95 H 0.050 3.733 -4.375  0.4532
96 H 0.217 1.987 -3.809  0.1021
97 H -0.770 5.521 -2.127  0.2826
98 H -2.368 4.685 -1.908  0.2082
99 H -1.748 5.180 -3.512  0.4130
100 C 3.329 -0.354 -3.946  -1.5038
101 C 2.584 -1.715 -3.762  0.8382
102 O 3.134 -2.784 -4.497  -0.6907
103 P 2.471 -2.175 -1.941  0.9238
104 O 1.283 -3.109 -1.836  -0.9845
105 O 3.889 -3.041 -1.885  -0.7272
106 O 2.678 -1.082 -0.892  -0.3298
107 P 0.847 -1.577 -4.343  0.7579
108 O 1.151 -1.581 -5.985  -0.6024
109 O 0.116 -2.898 -4.055  -0.5856
110 O 0.188 -0.255 -3.972  -0.6183
111 H 4.268 -0.269 -3.360  0.3727
112 H 2.757 0.555 -3.589  0.1219
113 H 3.595 -0.187 -5.012  0.3181
114 H 3.692 -3.228 -3.812  0.4217
115 H 0.475 -3.321 -3.188  0.5248
116 H 4.322 -2.768 -1.066  0.3424
117 H 1.939 -2.080 -6.266  0.3722

- Energy above the lowest of the compared OMol25 structures with the same formula, charge and spin: 0.00 kcal per mole
- Strongest force on any atom: 4.1 eV/A